The following is a DFT calculation (ωB97M-V with the def2-TZVPD basis set) of a structure of composition C16H52O16SV in a non-equilibrium geometry.

```
86
C16H52O16SV (ωB97M-V with the def2-TZVPD basis set)
O 0.927 2.019 -3.084
V 1.129 0.541 -2.590
O 1.764 -0.309 -3.792
S 0.380 -0.283 0.099
O 1.222 -0.496 1.274
O -1.019 -0.643 0.397
O 0.492 1.088 -0.479
O 0.844 -1.078 -1.089
C 2.437 3.020 1.584
O 1.520 3.404 0.548
H 2.275 3.619 2.474
H 2.297 1.962 1.830
H 3.463 3.075 1.212
H 1.136 2.592 0.176
C 0.476 -0.369 4.769
O 1.663 -0.086 4.063
H 0.665 -0.104 5.814
H -0.391 0.211 4.439
H 0.246 -1.440 4.730
H 1.498 -0.215 3.120
C -1.450 -3.549 -1.854
O -0.266 -3.200 -2.571
H -1.236 -3.876 -0.834
H -2.151 -2.709 -1.806
H -1.891 -4.381 -2.405
H 0.186 -2.498 -2.072
C -0.711 4.599 -1.629
O 0.094 5.372 -0.765
H -1.751 4.925 -1.537
H -0.401 4.709 -2.675
H -0.667 3.530 -1.396
H 0.735 4.804 -0.306
C -4.000 0.762 -0.912
O -2.733 0.377 -1.432
H -4.461 1.439 -1.628
H -4.639 -0.113 -0.757
H -3.897 1.264 0.051
H -2.134 0.077 -0.719
C -2.318 -2.624 2.830
O -2.598 -2.692 1.448
H -2.392 -1.597 3.216
H -3.048 -3.223 3.367
H -1.291 -2.956 3.032
H -2.162 -1.949 1.008
C 1.081 -4.012 1.102
O 1.525 -3.141 2.130
H 0.011 -4.233 1.209
H 1.236 -3.590 0.103
H 1.633 -4.950 1.177
H 1.476 -2.228 1.811
C 5.288 -1.684 -1.055
C 4.441 -1.619 0.197
C 5.256 -1.846 1.454
O 3.843 -0.299 0.230
H 4.675 -1.562 -1.949
H 5.789 -2.655 -1.129
H 6.079 -0.931 -1.047
H 3.613 -2.330 0.109
H 5.682 -2.857 1.477
H 4.627 -1.801 2.347
H 6.075 -1.132 1.537
H 3.031 -0.406 0.747
C -2.315 -1.369 -4.600
C -1.239 -0.302 -4.599
C -1.740 1.005 -5.188
O -0.830 -0.051 -3.225
H -3.165 -1.080 -3.978
H -1.937 -2.337 -4.276
H -2.680 -1.523 -5.622
H -0.351 -0.665 -5.115
H -2.099 0.849 -6.210
H -0.982 1.783 -5.203
H -2.612 1.320 -4.606
H -1.620 0.195 -2.679
C -3.018 3.158 2.405
C -1.815 2.269 2.136
C -0.599 2.717 2.940
O -2.148 0.921 2.464
H -2.961 4.074 1.815
H -3.095 3.437 3.458
H -3.930 2.626 2.128
H -1.561 2.347 1.069
H -0.280 3.729 2.662
H 0.261 2.071 2.756
H -0.847 2.749 4.004
H -1.641 0.357 1.864
```

E_HOMO in eV: -7.26
LUMO level in eV: 1.3
Total charge: -1

Mulliken atomic charge list, values in e, 5 entries:
1 O -0.56
2 V 0.63
3 O -0.69
4 S -1.32
5 O 1.19